{
  "formula": "C20H42BO13",
  "method": "ωB97M-V/def2-TZVPD",
  "total_charge": -1,
  "homo_energy_ev": -4.7506,
  "lumo_energy_ha": 0.081,
  "e_tot_ev": -48717.851,
  "symbols": ["C", "C", "O", "C", "C", "O", "B", "C", "C", "C", "O", "C", "O", "H", "H", "H", "H", "H", "H", "H", "H", "H", "H", "H", "H", "H", "H", "H", "H", "H", "H", "C", "C", "O", "C", "O", "O", "C", "H", "H", "H", "H", "H", "H", "H", "H", "C", "C", "O", "C", "O", "O", "C", "H", "H", "H", "H", "H", "H", "H", "H", "C", "C", "O", "C", "O", "O", "C", "H", "H", "H", "H", "H", "H", "H", "H"],
  "positions_angstrom": [[-4.109408, 6.910916, 2.056652], [-3.883489, 6.016550, 0.851503], [-3.339259, 4.793611, 1.271359], [-2.379170, 4.193710, 0.396087], [-3.016559, 3.063460, -0.440378], [-2.044427, 2.070400, -0.540092], [-1.504532, 2.093199, 0.861311], [-0.109124, 1.293214, 1.034014], [-0.150624, 0.124070, 2.020740], [-0.453843, 0.610869, 3.427560], [-0.989094, -0.397777, 4.286231], [-2.380489, -0.595257, 4.134435], [-1.378303, 3.576486, 1.104989], [-4.282762, 7.944408, 1.754243], [-4.964823, 6.566906, 2.636801], [-3.234306, 6.869544, 2.703937], [-3.216433, 6.507443, 0.132729], [-4.840519, 5.841425, 0.340615], [-1.936826, 5.004146, -0.207242], [-3.376848, 3.384749, -1.423174], [-3.871095, 2.712880, 0.161448], [-2.402324, 1.602104, 1.605238], [0.151796, 0.904769, 0.042619], [0.719120, 1.955993, 1.313121], [-0.903897, -0.608965, 1.719337], [0.817119, -0.390397, 2.032243], [-1.136524, 1.462706, 3.377523], [0.471398, 0.934763, 3.911231], [-2.823609, 0.161535, 3.484162], [-2.587380, -1.578536, 3.697246], [-2.857686, -0.552189, 5.116556], [-0.063507, -3.487946, 1.760676], [-0.699195, -3.439603, 0.394103], [-0.067871, -4.372017, -0.520849], [-0.453133, -5.633581, -0.415806], [-1.292741, -6.081586, 0.322791], [0.255245, -6.358459, -1.295527], [-0.036041, -7.756263, -1.274364], [1.010645, -3.314118, 1.686634], [-0.491239, -2.706595, 2.387738], [-0.224137, -4.452083, 2.243494], [-0.558946, -2.466649, -0.071505], [-1.766171, -3.653156, 0.434964], [-1.103076, -7.930692, -1.397735], [0.296647, -8.202107, -0.338029], [0.516471, -8.180748, -2.108086], [6.532624, 3.867941, 2.547177], [5.807420, 4.957243, 1.787068], [4.473570, 4.564515, 1.441461], [3.569318, 4.682559, 2.425651], [3.801289, 5.114291, 3.529681], [2.406615, 4.252115, 1.974645], [1.327167, 4.290651, 2.924543], [6.513172, 2.935308, 1.982562], [7.572294, 4.155996, 2.710268], [6.063153, 3.699245, 3.515070], [6.288458, 5.154735, 0.830173], [5.775005, 5.883787, 2.359847], [1.237985, 5.288469, 3.349140], [1.505025, 3.565031, 3.716694], [0.425459, 4.030889, 2.372446], [-0.513269, -4.886379, -3.981558], [0.766793, -4.216034, -4.416843], [1.371009, -4.896988, -5.541115], [0.854320, -4.615476, -6.728779], [-0.039734, -3.844339, -6.965781], [1.502027, -5.343152, -7.649659], [1.032827, -5.149793, -8.985110], [-0.333708, -5.941957, -3.780003], [-0.874582, -4.410357, -3.070410], [-1.282128, -4.800559, -4.749253], [1.519499, -4.271154, -3.633686], [0.607715, -3.170337, -4.675090], [1.031150, -4.093270, -9.244743], [0.025219, -5.548009, -9.097203], [1.725277, -5.696104, -9.618737]],
  "forces_ev_per_a": [[0.01, -0.09, 0.07], [-0.09, -0.12, -0.07], [0.06, 0.12, 0.22], [0.39, -0.13, -0.15], [-0.11, 0.03, -0.02], [0.00, 0.00, 0.24], [-0.22, -0.35, -0.08], [0.03, -0.07, -0.22], [0.20, 0.18, -0.05], [0.12, -0.10, 0.09], [-0.01, 0.01, 0.11], [0.06, -0.06, -0.11], [-0.15, 0.06, 0.28], [-0.06, 0.03, -0.01], [-0.03, 0.00, 0.05], [0.06, 0.07, -0.02], [0.06, 0.01, 0.01], [0.00, 0.08, -0.11], [-0.16, 0.04, -0.07], [0.08, 0.05, -0.03], [-0.11, 0.01, -0.10], [0.14, 0.13, -0.08], [0.08, 0.00, -0.03], [-0.03, 0.07, -0.01], [-0.16, 0.11, -0.02], [-0.06, -0.22, 0.02], [-0.03, 0.00, 0.05], [-0.01, 0.08, 0.00], [-0.02, 0.03, 0.00], [0.00, -0.02, -0.01], [-0.01, 0.01, 0.02], [0.10, -0.13, 0.06], [-0.10, 0.16, 0.04], [-0.01, 0.01, -0.03], [0.04, -0.06, 0.02], [0.01, 0.02, -0.01], [0.04, -0.02, 0.12], [0.02, 0.01, -0.07], [-0.01, 0.07, 0.00], [0.03, 0.00, 0.03], [-0.07, -0.01, -0.05], [0.05, -0.02, -0.02], [0.01, -0.07, 0.00], [-0.01, 0.00, 0.01], [-0.03, 0.01, 0.02], [0.01, 0.00, 0.01], [-0.06, -0.05, 0.01], [0.05, 0.07, -0.02], [0.01, 0.01, 0.00], [-0.05, -0.06, 0.03], [0.02, 0.01, -0.01], [0.11, 0.04, -0.01], [-0.31, -0.04, -0.02], [0.03, 0.01, -0.01], [0.01, 0.00, 0.00], [0.00, 0.02, 0.01], [-0.02, -0.02, -0.01], [-0.02, -0.02, 0.03], [0.05, 0.00, 0.03], [0.06, 0.03, 0.03], [0.06, 0.02, -0.06], [-0.10, -0.06, -0.20], [0.02, 0.10, 0.16], [0.02, 0.00, -0.02], [-0.04, -0.03, -0.04], [0.02, -0.01, 0.02], [0.00, 0.02, 0.03], [0.03, -0.01, -0.01], [-0.01, 0.04, 0.06], [0.01, -0.03, 0.00], [0.02, 0.06, -0.01], [0.01, -0.04, -0.02], [-0.02, -0.02, -0.07], [-0.01, 0.00, 0.00], [-0.01, 0.02, 0.01], [-0.01, -0.01, 0.00]],
  "mulliken_charge": [-1.17, -0.24, -0.31, 0.22, -0.78, -0.71, 1.12, -1.04, 0.41, -0.53, -0.47, -0.56, -0.88, 0.38, 0.26, 0.29, 0.35, 0.25, 0.31, 0.31, 0.21, -0.39, 0.25, 0.08, -0.10, 0.33, 0.41, 0.17, 0.21, 0.19, 0.27, -0.92, -0.14, -0.31, 0.75, -0.58, -0.30, -0.77, 0.26, 0.13, 0.40, 0.28, 0.33, 0.32, 0.34, 0.24, -1.10, -0.18, -0.38, 0.74, -0.58, -0.26, -0.16, 0.29, 0.35, 0.31, 0.29, 0.32, 0.41, 0.26, -0.16, -0.75, -0.19, -0.37, 0.77, -0.56, -0.35, -0.64, 0.18, 0.11, 0.40, 0.26, 0.34, 0.30, 0.29, 0.21]
}